[1]
{"formula": "C15H15ClN2O2", "method": "ωB97M-V/def2-TZVPD", "symbols": ["C", "C", "C", "O", "C", "C", "C", "C", "C", "C", "H", "H", "C", "O", "N", "C", "N", "C", "C", "C", "C", "H", "H", "Cl", "H", "H", "H", "H", "H", "H", "H", "H", "H", "H", "H"], "positions_angstrom": [[6.179, 0.708, 1.099], [5.759, 0.854, -0.358], [4.247, 1.003, -0.498], [3.651, -0.215, -0.092], [2.307, -0.342, -0.124], [1.417, 0.647, -0.538], [0.055, 0.406, -0.528], [-0.451, -0.820, -0.112], [0.448, -1.815, 0.282], [1.801, -1.580, 0.287], [2.500, -2.340, 0.597], [0.052, -2.772, 0.586], [-1.895, -1.164, -0.108], [-2.292, -2.307, -0.198], [-2.735, -0.083, 0.019], [-4.117, -0.053, 0.020], [-4.616, 1.169, 0.198], [-5.924, 1.333, 0.211], [-6.806, 0.275, 0.044], [-6.294, -1.004, -0.142], [-4.926, -1.179, -0.155], [-4.480, -2.150, -0.293], [-6.959, -1.843, -0.274], [-8.511, 0.545, 0.068], [-6.276, 2.344, 0.359], [-2.328, 0.831, 0.168], [-0.602, 1.185, -0.888], [1.775, 1.606, -0.878], [3.984, 1.219, -1.543], [3.889, 1.827, 0.135], [6.234, 1.730, -0.802], [6.070, -0.028, -0.920], [5.683, -0.150, 1.543], [7.254, 0.565, 1.170], [5.910, 1.597, 1.665]], "nbo_charge": [-0.61, -0.41, -0.07, -0.51, 0.41, -0.34, -0.15, -0.20, -0.13, -0.28, 0.23, 0.24, 0.68, -0.60, -0.61, 0.36, -0.44, 0.03, -0.11, -0.17, -0.27, 0.27, 0.23, 0.01, 0.21, 0.42, 0.21, 0.22, 0.18, 0.17, 0.21, 0.21, 0.22, 0.21, 0.20], "lumo_energy_ev": 0.537, "homo_lumo_gap_ha": 0.33511, "relative_energy_ev": 0.000}


[2]
{"formula": "C15H15ClN2O4", "method": "ωB97M-V/def2-TZVPD", "symbols": ["C", "C", "N", "H", "H", "C", "C", "N", "C", "O", "C", "H", "H", "O", "C", "O", "C", "O", "C", "C", "C", "C", "C", "C", "C", "H", "H", "H", "H", "Cl", "H", "H", "H", "H", "H", "H", "H"], "positions_angstrom": [[0.586, 1.947, -2.999], [1.064, 2.934, -1.999], [1.236, 4.195, -2.416], [1.044, 4.454, -3.368], [1.560, 4.902, -1.774], [1.323, 2.587, -0.683], [1.765, 3.588, 0.200], [2.120, 4.435, 0.891], [1.157, 1.237, -0.179], [0.808, 0.284, -0.841], [1.472, 1.080, 1.314], [0.891, 1.783, 1.913], [2.544, 1.252, 1.471], [1.110, -0.216, 1.751], [1.907, -1.214, 1.376], [2.972, -1.084, 0.835], [1.329, -2.565, 1.799], [-0.058, -2.548, 2.000], [-0.865, -2.231, 0.938], [-0.455, -2.228, -0.387], [-1.344, -1.895, -1.395], [-2.644, -1.566, -1.068], [-3.072, -1.580, 0.250], [-2.192, -1.913, 1.264], [-2.618, -1.930, 2.698], [-1.951, -1.304, 3.288], [-3.639, -1.575, 2.806], [-2.549, -2.942, 3.096], [-4.092, -1.321, 0.487], [-3.758, -1.120, -2.319], [-1.015, -1.880, -2.421], [0.562, -2.457, -0.659], [1.645, -3.327, 1.075], [1.760, -2.820, 2.774], [0.432, 2.415, -3.969], [1.306, 1.135, -3.092], [-0.341, 1.489, -2.660]], "nbo_charge": [-0.67, 0.41, -0.74, 0.41, 0.42, -0.46, 0.28, -0.35, 0.56, -0.57, -0.18, 0.23, 0.23, -0.49, 0.78, -0.59, -0.17, -0.49, 0.27, -0.25, -0.22, -0.06, -0.25, 0.04, -0.64, 0.23, 0.21, 0.22, 0.22, -0.01, 0.23, 0.23, 0.20, 0.23, 0.21, 0.27, 0.27], "lumo_energy_ev": 0.405, "homo_lumo_gap_ha": 0.31915, "relative_energy_ev": 0.344}


[3]
{"formula": "C15H15ClNO2", "method": "ωB97M-V/def2-TZVPD", "symbols": ["O", "C", "O", "H", "C", "C", "C", "C", "C", "C", "H", "H", "C", "H", "N", "H", "H", "C", "C", "C", "C", "C", "C", "C", "Cl", "H", "H", "H", "H", "H", "H", "H", "H", "H"], "positions_angstrom": [[5.433, 1.367, -1.024], [5.030, 0.758, -0.070], [5.667, 0.713, 1.100], [6.492, 1.223, 1.059], [3.759, -0.024, -0.071], [3.274, -0.642, 1.076], [2.086, -1.350, 1.026], [1.384, -1.459, -0.168], [1.877, -0.844, -1.317], [3.056, -0.128, -1.268], [3.456, 0.353, -2.147], [1.352, -0.943, -2.257], [0.082, -2.214, -0.235], [-0.108, -2.746, 0.698], [-1.046, -1.273, -0.480], [-0.841, -0.730, -1.326], [-1.952, -1.777, -0.616], [-1.308, -0.334, 0.643], [-2.478, 0.557, 0.325], [-2.343, 1.940, 0.339], [-3.425, 2.763, 0.079], [-4.662, 2.210, -0.204], [-4.819, 0.834, -0.229], [-3.732, 0.020, 0.033], [-3.966, -1.719, 0.002], [-5.781, 0.400, -0.450], [-5.510, 2.845, -0.405], [-3.302, 3.834, 0.099], [-1.381, 2.373, 0.566], [-0.411, 0.259, 0.831], [-1.528, -0.935, 1.529], [0.105, -2.937, -1.054], [1.713, -1.832, 1.917], [3.827, -0.564, 1.999]], "nbo_charge": [-0.56, 0.77, -0.68, 0.51, -0.15, -0.14, -0.24, 0.01, -0.26, -0.13, 0.25, 0.21, -0.26, 0.23, -0.52, 0.44, 0.45, -0.25, -0.12, -0.17, -0.19, -0.16, -0.21, -0.02, 0.01, 0.25, 0.24, 0.24, 0.23, 0.25, 0.24, 0.24, 0.22, 0.25], "charge": 1, "lumo_energy_ev": -2.930, "homo_lumo_gap_ha": 0.36789}


[4]
{"formula": "C15H15F6O15", "method": "ωB97M-V/def2-TZVPD", "symbols": ["F", "C", "C", "O", "C", "O", "O", "F", "H", "H", "H", "C", "C", "O", "C", "O", "O", "F", "H", "H", "H", "C", "C", "O", "C", "O", "O", "F", "H", "H", "H", "C", "C", "O", "C", "O", "O", "F", "H", "H", "H", "C", "C", "O", "C", "O", "O", "F", "H", "H", "H"], "positions_angstrom": [[-0.027, -0.141, -0.286], [-1.441, 2.942, 0.090], [-1.882, 2.506, -1.293], [-1.258, 3.341, -2.167], [-0.508, 4.334, -1.589], [0.195, 5.123, -2.067], [-0.487, 4.127, -0.176], [-3.276, 2.679, -1.227], [-0.975, 2.132, 0.539], [-2.097, 3.170, 0.964], [-1.676, 1.533, -1.351], [2.403, 1.090, 1.737], [2.684, 1.693, 0.335], [4.091, 1.479, 0.197], [4.526, 0.961, 1.241], [5.760, 0.653, 1.417], [3.613, 0.795, 2.194], [2.557, 2.991, 0.146], [1.738, 0.313, 1.643], [1.911, 1.799, 2.374], [2.203, 1.033, -0.343], [-2.824, -1.688, 1.086], [-2.662, -0.412, 1.815], [-2.303, -0.757, 3.207], [-2.188, -2.012, 3.264], [-1.996, -2.653, 4.321], [-2.299, -2.583, 2.128], [-3.661, 0.499, 1.691], [-2.272, -1.919, 0.115], [-3.793, -1.905, 0.775], [-1.699, -0.054, 1.433], [2.009, -2.977, 0.563], [1.143, -2.923, 1.829], [2.090, -2.631, 2.856], [3.348, -2.908, 2.448], [4.302, -2.932, 3.174], [3.294, -3.236, 1.126], [0.669, -4.108, 2.130], [1.910, -2.193, -0.136], [1.579, -3.762, -0.237], [0.125, -2.359, 1.735], [-1.844, -0.786, -3.225], [-0.395, -0.153, -3.631], [-0.540, 0.788, -4.549], [-1.776, 0.942, -4.708], [-2.241, 1.816, -5.376], [-2.601, 0.167, -4.002], [0.603, -1.151, -3.929], [-2.085, -0.881, -2.196], [-1.818, -1.781, -3.408], [-0.130, 0.001, -2.678]], "nbo_charge": [-0.97, -0.14, 0.44, -0.49, 0.99, -0.53, -0.52, -0.36, 0.22, 0.21, 0.18, -0.12, 0.43, -0.45, 0.96, -0.64, -0.46, -0.31, 0.21, 0.19, 0.19, -0.13, 0.41, -0.46, 0.96, -0.62, -0.47, -0.32, 0.23, 0.20, 0.21, -0.14, 0.43, -0.50, 0.98, -0.56, -0.50, -0.34, 0.23, 0.20, 0.19, -0.12, 0.42, -0.43, 0.96, -0.58, -0.48, -0.37, 0.20, 0.19, 0.20], "charge": -1, "lumo_energy_ev": 2.127, "homo_lumo_gap_ha": 0.36417, "relative_energy_ev": 1.630}


[5]
{"formula": "C15H15FO3", "method": "ωB97M-V/def2-TZVPD", "symbols": ["O", "F", "C", "C", "O", "O", "C", "C", "C", "C", "C", "C", "C", "C", "C", "C", "C", "C", "C", "H", "H", "H", "H", "H", "H", "H", "H", "H", "H", "H", "H", "H", "H", "H"], "positions_angstrom": [[-2.541, 2.652, 2.085], [4.429, -0.357, -1.589], [0.820, -0.846, -3.296], [-0.363, -1.147, -3.003], [-3.336, 0.429, 2.110], [-1.753, -0.861, -1.222], [-2.408, 1.452, 1.837], [2.746, 1.311, -1.121], [3.296, -0.314, 0.599], [1.672, 1.723, -0.431], [2.260, 0.167, 1.340], [3.559, 0.232, -0.711], [1.397, 1.208, 0.777], [-1.714, -1.518, -2.462], [-2.786, -0.785, 1.610], [-1.049, -1.352, -0.163], [0.124, 1.573, 1.483], [-1.197, 0.937, 0.993], [-1.397, -0.595, 1.136], [1.905, -0.743, -3.407], [2.857, 1.649, -2.176], [3.909, -1.125, 1.005], [1.005, 2.537, -0.796], [2.188, -0.148, 2.394], [-1.772, -2.611, -2.374], [-2.564, -1.078, -3.020], [-3.425, -1.103, 0.662], [-2.836, -1.613, 2.309], [0.031, -1.239, -0.247], [-1.183, -2.481, -0.024], [0.272, 1.359, 2.591], [0.080, 2.664, 1.154], [-1.416, 1.104, -0.031], [-0.808, -1.081, 1.986]], "nbo_charge": [-0.56, -0.33, -0.25, -0.04, -0.48, -0.54, 0.80, -0.27, -0.28, -0.22, -0.20, 0.39, -0.02, -0.12, -0.07, -0.05, -0.40, -0.33, -0.26, 0.26, 0.23, 0.23, 0.22, 0.22, 0.20, 0.23, 0.17, 0.19, 0.19, 0.16, 0.22, 0.24, 0.25, 0.21], "lumo_energy_ev": 0.688, "homo_lumo_gap_ha": 0.35785, "relative_energy_ev": 1.517}


[6]
{"formula": "C15H15MgN6O9", "method": "ωB97M-V/def2-TZVPD", "symbols": ["Mg", "N", "O", "O", "O", "N", "O", "O", "O", "N", "O", "O", "O", "N", "C", "C", "C", "C", "C", "H", "H", "H", "H", "H", "N", "C", "C", "C", "C", "C", "H", "H", "H", "H", "H", "N", "C", "C", "C", "C", "C", "H", "H", "H", "H", "H"], "positions_angstrom": [[-0.239, 0.673, 0.428], [-2.523, 0.750, 2.791], [-1.721, 0.389, 1.875], [-3.676, 0.251, 2.813], [-2.174, 1.546, 3.663], [-1.835, 3.392, 0.164], [-1.714, 3.912, 1.265], [-2.558, 3.917, -0.720], [-1.220, 2.318, -0.123], [1.456, 2.423, 2.792], [0.900, 1.766, 1.869], [0.821, 3.189, 3.525], [2.698, 2.297, 2.969], [1.385, 1.011, -0.786], [1.239, 1.483, -2.041], [2.283, 1.581, -2.936], [3.531, 1.080, -2.561], [3.712, 0.624, -1.258], [2.631, 0.694, -0.384], [0.241, 1.793, -2.312], [2.207, 1.983, -3.936], [4.390, 1.191, -3.210], [4.724, 0.341, -1.007], [2.761, 0.368, 0.639], [0.559, -1.096, 0.953], [0.884, -2.086, 0.106], [1.496, -3.271, 0.438], [1.739, -3.504, 1.781], [1.411, -2.518, 2.714], [0.882, -1.316, 2.247], [0.738, -1.945, -0.960], [1.839, -3.972, -0.310], [2.236, -4.411, 2.103], [1.625, -2.785, 3.738], [0.585, -0.571, 2.973], [-1.612, -0.287, -0.913], [-2.285, -1.392, -0.495], [-3.325, -2.058, -1.106], [-3.676, -1.627, -2.368], [-2.997, -0.537, -2.876], [-2.063, 0.132, -2.111], [-2.094, -1.780, 0.501], [-3.821, -2.902, -0.652], [-4.515, -1.999, -2.942], [-3.251, -0.111, -3.837], [-1.676, 1.063, -2.504]], "nbo_charge": [1.76, 0.73, -0.70, -0.54, -0.44, 0.73, -0.42, -0.54, -0.72, 0.73, -0.67, -0.44, -0.57, -0.56, 0.07, -0.27, -0.15, -0.26, 0.08, 0.22, 0.22, 0.21, 0.22, 0.24, -0.57, 0.05, -0.27, -0.14, -0.26, 0.10, 0.20, 0.22, 0.21, 0.23, 0.26, -0.54, 0.06, -0.25, -0.15, -0.28, 0.09, 0.22, 0.22, 0.21, 0.22, 0.21], "charge": -1, "lumo_energy_ev": 1.970, "homo_lumo_gap_ha": 0.26043, "relative_energy_ev": 0.402}


Record-wise calculated total energy values, in hartree: -1300.81154; -1451.27017; -1245.82754; -2308.34612; -906.03319; -1786.23664